[1]
Entry from OMol25: the molecule C3H6Si at a distorted geometry (wB97M-V/def2-TZVPD).

```
10
Properties=species:S:1:pos:R:3:nbo_charge:R:1
C 0.793 0.080 1.995 -0.327
C 0.079 -0.665 1.119 -0.645
C -0.882 0.794 -2.044 -1.093
Si -0.269 -0.303 -0.766 1.175
H 1.015 -0.255 3.015 0.194
H 1.099 1.080 1.854 0.192
H -0.449 -1.531 1.603 0.237
H -0.998 0.113 -2.884 0.237
H -1.533 1.673 -1.765 0.232
H 0.445 -1.321 -1.513 -0.202
```

Output
- SMILES = C=C[SiH]=C
- HOMO level (eV) = -8.4
- relative energy (zero: lowest compared OMol25 entry of this formula, charge and spin) (eV) = 1.358
- energy (eV) = -11082.2879
- largest force on an atom (eV/Å) = 3.6

[2]
Entry from OMol25: the molecule C2H5NS at a distorted geometry (wB97M-V/def2-TZVPD).

```
9
Properties=species:S:1:pos:R:3:nbo_charge:R:1
C -0.362 0.113 -0.139 -0.274
C 0.923 -0.006 0.642 -0.298
N 0.065 -0.146 -1.566 -0.761
S 1.500 -1.037 -1.240 0.186
H -1.192 -0.588 0.138 0.194
H -0.919 1.205 -0.274 0.196
H 1.462 0.814 0.879 0.198
H 1.092 -0.779 1.261 0.202
H -0.635 -0.570 -2.063 0.357
```

Output
- SMILES = C1CSN1
- HOMO level (eV) = -7.7
- relative energy (zero: lowest compared OMol25 entry of this formula, charge and spin) (eV) = 3.234
- energy (eV) = -14477.1033
- largest force on an atom (eV/Å) = 5.7

- What is the energy in the second record?
  -14477.1033 eV